(1)
# H20O10

A 10-piece molecular cluster, H20O10 overall at a distorted geometry (ωB97M-V with the def2-TZVPD basis set, the OMol25 dataset).

Element x y z (Å)
O (0.42001, -3.13291, -1.37947)
H (-0.42093, -2.90024, -1.78038)
H (1.00690, -3.18327, -2.07282)
O (-3.15572, -0.13399, 1.01693)
H (-2.23761, 0.25262, 1.06552)
H (-3.31493, -0.93332, 1.51118)
O (4.46523, 0.24683, 0.14224)
H (4.06488, -0.06521, 0.94766)
H (3.71190, 0.66339, -0.21890)
O (2.07252, 3.24312, -0.14855)
H (1.51001, 4.04442, -0.34253)
H (1.57937, 2.78016, 0.51175)
O (-0.34021, 1.01123, -3.95320)
H (0.13173, 1.83504, -4.01809)
H (0.01184, 0.22931, -3.59315)
O (1.48853, 0.01027, 3.50273)
H (0.78517, 0.66550, 3.45064)
H (1.56020, -0.61265, 2.79037)
O (-1.91219, 1.38443, -0.94957)
H (-2.39196, 2.15728, -1.41613)
H (-1.73549, 0.77805, -1.67729)
O (0.55481, -3.14949, 1.92182)
H (-0.08277, -2.85477, 1.18835)
H (0.87138, -2.42696, 2.47351)
O (-0.85257, 1.78162, 1.33002)
H (-1.19827, 2.19613, 0.40505)
H (-0.46055, 2.67070, 1.64056)
O (-1.75925, -1.98768, -1.03931)
H (-2.46980, -2.67849, -1.25517)
H (-1.90224, -1.89112, -0.05377)

Atoms 1-6, force components in eV/Å:
O -1.3418 -0.1575 1.9293
H -0.0379 0.2183 0.3575
H 2.3622 -0.3616 -2.2727
O 0.6277 0.8311 -0.6973
H -1.3852 -0.9093 0.4503
H 0.5854 -0.0423 0.6083

## Properties
Net charge: 0
Orbital gap (eV): 10.96
Multiplicity: 1
Structure (SMILES): O.O.O.O.O.O.O.O.O.O
HOMO (eV): -11.21

(2)
# C3H6O

A 2-piece molecular cluster, C3H6O overall at a distorted geometry (ωB97M-V with the def2-TZVPD basis set, the OMol25 dataset).

Element x y z (Å)
C (1.81437, 0.57921, 0.15077)
C (-1.12118, -0.82753, 0.05165)
C (-0.71008, 0.57134, -0.28103)
O (2.43064, -0.45621, -0.05194)
H (2.35370, 1.44227, 0.49573)
H (-2.02537, -1.06285, -0.52386)
H (-1.34295, -0.65741, 1.07390)
H (-0.37705, -1.59810, -0.06814)
H (-0.31790, 0.76023, -1.36681)
H (-0.70418, 1.24906, 0.51974)

Atoms 1-6, force components in eV/Å:
C 0.5266 -4.2667 -1.0126
C -0.4360 1.4621 -0.4230
C 3.1726 -1.3660 -3.2696
O -1.9874 2.7957 0.5031
H 0.2747 1.2397 0.3555
H 0.1130 -0.2847 0.2217

## Properties
Net charge: 0
Orbital gap (alpha / beta) (eV): 9.01 / 8.27
Multiplicity: 1
HOMO (alpha / beta) (eV): -8.36 / -7.98

(3)
# C31H41B2InN12OS2

C31H41B2InN12OS2 as an isolated structure at a distorted geometry (ωB97M-V with the def2-TZVPD basis set, the OMol25 dataset).

Element x y z (Å)
In (-0.01687, 0.30430, -0.35827)
C (-1.35860, 1.97576, 2.72837)
C (-2.09317, 0.82147, 2.15308)
C (-3.38072, 0.37770, 2.45450)
C (-3.54713, -0.76475, 1.70221)
N (-2.41848, -0.99619, 1.02121)
N (-1.53360, -0.02603, 1.28830)
B (-2.16916, -2.14557, 0.01736)
N (-0.72900, -2.69062, 0.13573)
C (-0.37501, -3.94994, 0.42310)
C (0.98654, -4.06661, 0.26887)
C (1.41820, -2.80123, -0.12977)
C (2.82419, -2.39506, -0.36451)
N (0.36113, -1.98855, -0.22273)
N (-2.35146, -1.54515, -1.37278)
C (-3.02629, -1.99866, -2.43786)
C (-3.14305, -0.96538, -3.34159)
C (-2.49909, 0.12328, -2.74543)
C (-2.45303, 1.52158, -3.24442)
N (-2.00920, -0.25336, -1.56449)
N (-3.13868, -3.24924, 0.33862)
C (-3.30929, -3.79714, 1.57028)
C (-4.28356, -4.75606, 1.47902)
C (-4.67482, -4.73507, 0.12488)
C (-5.71574, -5.55086, -0.55608)
N (-3.97182, -3.83459, -0.53609)
H (-1.11929, 1.76527, 3.77195)
H (-1.97670, 2.87220, 2.70207)
H (-0.44192, 2.14069, 2.16547)
H (-4.08690, 0.82727, 3.12202)
H (-4.40375, -1.40335, 1.61757)
H (-1.09490, -4.68962, 0.71257)
H (1.59082, -4.93667, 0.42195)
H (3.38847, -3.21391, -0.80696)
H (3.28603, -2.14853, 0.59290)
H (2.87943, -1.52213, -1.00904)
H (-3.39679, -3.00430, -2.46215)
H (-3.64001, -0.98610, -4.29010)
H (-3.46580, 1.84616, -3.48088)
H (-1.85667, 1.59753, -4.15218)
H (-2.03474, 2.18411, -2.48876)
H (-2.73424, -3.45641, 2.40850)
H (-4.66249, -5.37622, 2.26611)
H (-6.11117, -6.31002, 0.11340)
H (-5.29638, -6.02987, -1.43882)
H (-6.53244, -4.90894, -0.88396)
C (2.49462, 2.36050, 3.36122)
N (2.89056, 2.82448, 2.06100)
C (3.50694, 4.01402, 1.81200)
C (3.78748, 4.04187, 0.48432)
N (3.36244, 2.87666, -0.08130)
B (3.56808, 2.74212, -1.62675)
N (3.34212, 1.31116, -2.18250)
C (4.31325, 0.43912, -2.57363)
C (3.73605, -0.58264, -3.26336)
N (2.39427, -0.32757, -3.29419)
C (1.34445, -1.10905, -3.88284)
C (2.18576, 0.82882, -2.63355)
S (0.64498, 1.55374, -2.51151)
C (2.81436, 2.14200, 0.88979)
S (2.24529, 0.52183, 0.84144)
H (2.07461, 3.18587, 3.93610)
H (3.36094, 1.96809, 3.89939)
H (1.76308, 1.56042, 3.25223)
H (3.69855, 4.73475, 2.57940)
H (4.26576, 4.78935, -0.11226)
H (4.69709, 3.02486, -1.84239)
H (2.78295, 3.47140, -2.14648)
H (5.34476, 0.61892, -2.35096)
H (4.16233, -1.44910, -3.72953)
H (1.75935, -2.00186, -4.34314)
H (0.82838, -0.51606, -4.64044)
H (0.61722, -1.39917, -3.11436)
C (0.69558, -2.15375, 3.12459)
C (1.88372, -2.84453, 3.22582)
C (3.13391, -2.16597, 3.19622)
C (4.31617, -2.85379, 3.29430)
C (4.31826, -4.24119, 3.42276)
C (3.10895, -4.93222, 3.45082)
C (1.91650, -4.26144, 3.36186)
H (0.68348, -1.08642, 2.98414)
H (-0.25074, -2.65934, 3.19198)
H (3.12650, -1.09147, 3.08481)
H (5.25410, -2.31559, 3.28905)
H (5.25081, -4.77957, 3.50654)
H (3.11824, -6.00902, 3.54303)
H (0.98114, -4.80077, 3.38230)
O (0.11124, 3.11329, 0.11360)
H (-0.54667, 3.77719, 0.34421)
H (0.52174, 3.40646, -0.71027)

Atoms 1-6, force components in eV/Å:
In 0.0553 -0.1631 -0.1322
C 0.0582 -0.0585 -0.0893
C -0.2318 -0.0805 0.2552
C 0.1262 -0.0069 -0.1864
C -0.0709 0.2618 0.1468
N -0.4331 -0.3778 0.2216

## Properties
Net charge: +1
Orbital gap (alpha / beta) (eV): 6.63 / 8.22
Multiplicity: 2
<S²>: 0.793
HOMO (alpha / beta) (eV): -9.27 / -10.90